(1)
Computed, not measured: the molecule C3H3FOS, with wB97M-V/def2-TZVPD.

Structure (XYZ):
```
9
Properties=species:S:1:pos:R:3:forces:R:3:mulliken_charge:R:1
C -0.98867 -0.89003 -0.41966 2.62 4.05 1.27 0.048
C 0.64358 0.94513 -0.18705 -0.05 1.00 -1.49 -0.266
C 0.20658 -0.04626 0.72594 -4.47 -0.25 0.38 0.135
O -1.49915 -0.20986 -1.24336 -0.67 -0.77 0.19 -0.401
F 1.15952 -0.80396 1.24430 0.35 -1.08 0.44 -0.250
S 2.16581 1.11629 -0.63489 0.55 0.51 -0.26 -0.220
H -0.97488 -1.91308 -0.31740 -0.36 -2.81 0.20 0.401
H -0.22627 1.39332 -0.71623 0.90 0.25 0.48 0.297
H -0.48652 0.40844 1.54835 1.13 -0.89 -1.21 0.256
```
Forces are in eV/Å.

E_HOMO ... -0.32102 hartree
Orbital gap ... 8.42 eV
E ... -18757.0715 eV
LUMO energy ... -0.32 eV
Energy above the lowest of the compared OMol25 structures with the same formula, charge and spin ... 1.969 eV



(2)
Computed, not measured: the molecule C3H3FOS, with wB97M-V/def2-TZVPD.

Structure (XYZ):
```
9
Properties=species:S:1:pos:R:3:forces:R:3:mulliken_charge:R:1
C 1.25774 0.27906 -0.61639 -2.94 -2.85 2.31 0.043
C -1.12897 -0.61996 0.15971 0.03 -2.14 0.99 -0.291
C -0.07778 0.35195 0.47985 3.24 0.76 -1.22 0.242
O 1.97564 1.12589 -0.96697 0.37 1.26 -0.30 -0.365
F -0.40703 1.65033 0.46649 -1.03 1.03 0.24 -0.262
S -2.30010 -0.46267 -0.89925 -0.49 0.32 -0.44 -0.172
H 1.30912 -0.81098 -0.78196 0.88 -0.04 -0.84 0.297
H -1.05499 -1.62445 0.73599 0.13 1.67 -0.89 0.255
H 0.42635 0.11084 1.42252 -0.20 0.00 0.14 0.253
```
Forces are in eV/Å.

E_HOMO ... -0.34150 hartree
Orbital gap ... 8.29 eV
E ... -18757.4275 eV
LUMO energy ... -1.00 eV
Energy above the lowest of the compared OMol25 structures with the same formula, charge and spin ... 1.613 eV



(3)
Computed, not measured: a cluster of 2 separate species, C3H3FP2 in total, with wB97M-V/def2-TZVPD.

Structure (XYZ):
```
9
Properties=species:S:1:pos:R:3:forces:R:3:mulliken_charge:R:1
C -0.87694 -0.58601 1.41686 1.19 -1.02 -0.43 -0.183
C -0.92363 -1.80564 1.46142 -0.45 1.81 0.90 0.197
C 0.68205 1.35255 -0.75050 2.61 -2.04 -0.86 -0.757
F -1.20850 -2.98075 1.81299 -0.08 -1.01 -0.03 -0.201
P 0.87833 0.30679 -2.55566 0.15 0.75 1.42 0.016
P -0.44191 -0.04278 -1.11925 -0.45 0.50 -2.14 -0.003
H -0.34123 0.19680 0.86938 -0.67 0.07 1.81 0.302
H 1.62785 1.18249 -0.14087 -1.40 0.00 -0.61 0.306
H 0.60398 2.37653 -0.99435 -0.90 0.94 -0.06 0.324
```
Forces are in eV/Å.

E_HOMO ... -0.32527 hartree
Orbital gap ... 8.14 eV
E ... -24448.5652 eV
LUMO energy ... -0.71 eV
Energy above the lowest of the compared OMol25 structures with the same formula, charge and spin ... 3.925 eV



(4)
Computed, not measured: the molecule C3H3FS, with wB97M-V/def2-TZVPD.

Structure (XYZ):
```
8
Properties=species:S:1:pos:R:3:forces:R:3:mulliken_charge:R:1
C 1.04892 -0.36015 -0.24923 -0.28 0.69 0.90 -0.073
C -0.27709 -0.37069 -0.39870 0.49 -0.85 -0.76 -0.129
C -1.00522 0.47313 0.47135 0.06 0.84 1.05 -0.267
H 1.58557 0.01654 0.61655 -0.38 0.23 -0.01 0.316
H -0.77703 -1.00318 -1.15895 0.44 0.76 0.36 0.306
H -2.05736 0.32961 0.44184 -0.98 -0.05 0.14 0.305
F 1.87755 -0.73912 -1.15778 1.07 -1.28 -1.44 -0.198
S -0.39534 1.65385 1.43491 -0.41 -0.35 -0.25 -0.261
```
Forces are in eV/Å.

E_HOMO ... -0.32051 hartree
Orbital gap ... 7.93 eV
E ... -16710.5433 eV
LUMO energy ... -0.79 eV
Energy above the lowest of the compared OMol25 structures with the same formula, charge and spin ... 0.283 eV